Record 1
Density functional theory data (ωB97M-V with the def2-TZVPD basis set) for a structure of composition C27H45NO2P2Pd at a distorted geometry.

The calculation puts the HOMO energy (spin up / spin down) at -11.157 / -13.137 eV. The calculation puts the HOMO-LUMO gap (spin up / spin down) at 4.360 / 3.132 eV. Its net charge is +2. The spin multiplicity is 5. As for the expectation value of S²: 6.0250.

Last column: Mulliken spin population.
Geometry (Å):
Pd (-0.70, 6.79, -0.69)  0.691
C (-0.02, 0.18, 1.65)  0.088
C (-1.51, -0.06, 1.40)  0.176
C (-0.37, -1.83, 0.45)  0.279
C (0.60, -1.10, 1.11)  0.124
C (-1.67, -1.21, 0.66)  0.112
C (0.37, 0.59, 3.06)  0.007
H (-0.15, 1.50, 3.39)  -0.002
H (1.45, 0.75, 3.16)  -0.003
H (0.08, -0.22, 3.74)  0.001
C (1.96, -1.56, 1.40)  0.022
H (2.53, -0.83, 1.98)  -0.004
H (2.50, -1.79, 0.46)  0.030
H (1.93, -2.50, 1.98)  0.036
C (-0.14, -3.10, -0.28)  -0.019
H (-0.10, -3.96, 0.40)  0.014
H (0.82, -3.05, -0.83)  0.000
H (-0.94, -3.28, -1.01)  0.003
C (-2.96, -1.80, 0.22)  0.009
H (-3.28, -2.61, 0.90)  0.001
H (-2.87, -2.24, -0.79)  0.002
H (-3.76, -1.05, 0.19)  -0.002
C (-2.60, 0.75, 1.98)  0.008
H (-3.15, 0.17, 2.74)  0.022
H (-3.34, 1.06, 1.22)  0.017
H (-2.23, 1.66, 2.48)  -0.001
C (0.52, 7.47, -2.04)  0.142
C (-0.81, 7.95, -2.25)  -0.055
C (-1.85, 7.34, -3.18)  0.035
C (-2.79, 6.35, -2.42)  0.130
C (-1.88, 5.52, -1.48)  0.567
C (-0.81, 4.94, -2.22)  0.511
C (0.65, 4.94, -2.21)  -0.021
C (1.16, 6.32, -2.80)  0.080
H (-1.36, 6.83, -4.02)  0.001
H (-3.31, 5.69, -3.12)  0.001
H (-2.45, 8.16, -3.59)  -0.002
H (0.93, 6.38, -3.88)  0.003
H (1.22, 8.21, -1.63)  0.031
H (-0.97, 9.01, -2.02)  0.003
H (2.25, 6.38, -2.69)  0.003
H (1.05, 4.80, -1.19)  0.012
H (-1.18, 4.57, -3.19)  -0.041
H (1.01, 4.11, -2.82)  -0.012
H (-3.54, 6.90, -1.85)  -0.007
H (-2.39, 4.84, -0.77)  0.013
P (0.50, 1.50, 0.44)  -0.074
C (2.29, 1.58, 0.42)  0.022
C (-0.21, 3.08, 0.89)  0.063
P (-1.06, 2.06, -2.28)  0.584
C (0.02, 0.97, -1.22)  0.141
C (-2.73, 1.47, -1.79)  0.117
C (-0.83, 1.14, -3.84)  0.088
H (2.67, 0.89, -0.35)  -0.010
H (2.72, 1.33, 1.40)  0.001
H (2.58, 2.60, 0.15)  0.000
H (-1.09, 3.33, 0.28)  0.012
H (0.55, 3.85, 0.73)  0.048
H (-0.50, 3.09, 1.95)  -0.030
H (-1.51, 1.57, -4.58)  -0.002
H (-1.06, 0.07, -3.70)  0.021
H (0.21, 1.26, -4.18)  -0.007
H (-0.47, -0.01, -1.14)  0.050
H (0.98, 0.80, -1.75)  -0.090
H (-2.70, 0.44, -1.39)  0.006
H (-3.37, 1.49, -2.68)  -0.004
H (-3.15, 2.14, -1.03)  -0.004
O (2.59, 1.71, -3.74)  0.012
C (3.01, 0.59, -3.42)  0.001
C (3.89, -0.28, -4.32)  0.005
C (3.97, -1.60, -3.59)  0.005
C (3.17, -1.36, -2.31)  -0.002
O (2.95, -2.27, -1.49)  0.022
N (2.74, -0.07, -2.25)  0.020
H (3.43, -0.39, -5.31)  0.000
H (4.88, 0.18, -4.43)  0.000
H (3.53, -2.42, -4.17)  0.000
H (5.00, -1.86, -3.34)  0.000

Record 2
Density functional theory data (ωB97M-V with the def2-TZVPD basis set) for a structure of composition C27H46AuN4O2SbSi.

The calculation puts the HOMO energy (spin up / spin down) at -11.313 / -13.462 eV. The calculation puts the HOMO-LUMO gap (spin up / spin down) at 7.194 / 6.434 eV. Its net charge is +2. The relative energy (zero: lowest compared OMol25 entry of this formula, charge and spin) is 21.14 kJ/mol. The spin multiplicity is 3. As for the expectation value of S²: 2.0125.

Last column: Mulliken spin population.
Geometry (Å):
Au (-0.80, 2.05, -0.20)  0.250
N (2.23, -2.76, 2.88)  0.179
C (1.35, -3.60, 2.22)  0.747
C (0.20, -4.18, 2.97)  0.006
C (0.55, -5.03, 4.20)  0.037
C (1.46, -6.22, 3.87)  -0.017
N (2.87, -5.86, 3.78)  0.007
C (3.70, -5.78, 4.82)  -0.007
N (4.97, -5.43, 4.62)  0.004
N (3.28, -6.04, 6.05)  0.000
C (-1.34, -2.57, 0.05)  -0.007
O (-1.26, -3.73, -0.02)  0.007
O (-1.43, -1.41, 0.08)  0.009
H (2.86, -2.22, 2.30)  -0.005
H (1.83, -2.19, 3.62)  0.003
H (1.67, -4.00, 1.27)  -0.023
H (-0.38, -4.79, 2.27)  0.000
H (-0.47, -3.38, 3.31)  0.047
H (-0.38, -5.41, 4.64)  -0.011
H (1.03, -4.41, 4.97)  0.008
H (1.18, -6.66, 2.91)  0.008
H (1.35, -7.03, 4.60)  0.004
H (3.18, -5.45, 2.92)  0.001
H (5.36, -5.39, 3.70)  0.000
H (5.61, -5.34, 5.40)  0.000
H (2.31, -6.22, 6.25)  0.001
H (3.93, -6.11, 6.82)  0.000
C (-4.13, 4.84, -0.43)  0.010
C (-3.58, 4.42, -1.79)  0.021
C (-2.44, 5.32, -2.23)  0.000
Sb (-3.00, 2.35, -1.63)  0.131
C (-2.62, 1.51, -3.57)  0.019
C (-1.62, 2.39, -4.33)  0.000
C (-2.08, 0.09, -3.41)  0.000
C (-4.73, 1.43, -0.76)  0.026
C (-4.55, 1.32, 0.76)  -0.001
C (-5.08, 0.08, -1.38)  0.004
H (-4.45, 5.89, -0.47)  0.001
H (-3.36, 4.77, 0.35)  -0.002
H (-4.99, 4.26, -0.12)  0.000
H (-4.38, 4.44, -2.53)  0.003
H (-1.57, 5.22, -1.57)  -0.002
H (-2.76, 6.37, -2.18)  0.001
H (-2.12, 5.14, -3.25)  -0.001
H (-3.58, 1.50, -4.09)  0.001
H (-0.68, 2.46, -3.78)  0.000
H (-1.99, 3.39, -4.51)  -0.001
H (-1.40, 1.94, -5.30)  0.000
H (-1.17, 0.07, -2.80)  -0.004
H (-1.82, -0.31, -4.40)  -0.001
H (-2.81, -0.59, -2.97)  -0.002
H (-5.52, 2.15, -0.98)  0.003
H (-3.79, 0.58, 1.00)  0.001
H (-5.49, 1.01, 1.22)  0.001
H (-4.25, 2.26, 1.21)  0.000
H (-4.31, -0.66, -1.19)  0.000
H (-5.24, 0.15, -2.46)  -0.001
H (-6.01, -0.29, -0.94)  0.003
C (4.09, 5.31, 0.24)  0.030
C (3.05, 5.07, 1.12)  -0.011
C (2.29, 3.92, 1.00)  0.010
C (2.57, 2.99, -0.01)  0.074
C (3.62, 3.24, -0.90)  0.032
C (4.38, 4.39, -0.77)  -0.005
Si (1.58, 1.43, -0.13)  0.278
C (1.71, 0.48, -1.71)  0.034
C (1.62, -0.92, -1.70)  0.010
C (1.67, -1.64, -2.88)  -0.014
C (1.79, -0.97, -4.10)  0.036
C (1.87, 0.42, -4.13)  -0.018
C (1.82, 1.14, -2.94)  0.006
H (4.69, 6.21, 0.33)  0.001
H (2.83, 5.78, 1.90)  0.000
H (1.48, 3.74, 1.69)  -0.002
H (3.86, 2.53, -1.68)  0.001
H (5.20, 4.58, -1.45)  0.000
H (1.68, 0.53, 1.05)  0.067
H (1.53, -1.44, -0.76)  0.009
H (1.61, -2.72, -2.87)  0.000
H (1.83, -1.53, -5.02)  0.001
H (1.97, 0.93, -5.07)  0.000
H (1.88, 2.22, -2.98)  0.001